[1]
170
Properties=species:S:1:pos:R:3:forces:R:3 method="wB97M-V/def2-TZVPD" multiplicity=2 charge=+2 s2=0.757 homo_energy_ev="-11.3 / -11.3" orbital_gap_ha="0.1675 / 0.1525"
Hf -1.382 -6.027 1.248 -4.7 -1.0 4.0
C -3.476 -9.851 4.163 0.1 -0.7 0.4
C -3.673 -8.492 4.850 -1.2 -0.6 -0.7
C -3.930 -8.698 6.400 1.9 -0.9 0.7
C -2.654 -8.915 7.174 1.9 2.3 -0.9
C -1.732 -7.710 6.808 -0.4 -0.9 0.0
C -1.317 -7.599 5.349 1.1 1.4 -0.6
N -2.551 -7.527 4.533 -0.6 1.4 -0.3
O -2.558 -6.925 3.172 1.8 -0.1 -0.1
C -0.467 -8.755 4.920 -0.2 -2.0 -0.7
C -0.425 -6.295 5.254 -1.5 0.0 -0.9
C -5.019 -7.924 4.360 0.2 1.0 0.6
H -3.558 -9.832 3.076 0.1 0.4 -0.1
H -4.259 -10.534 4.493 -0.2 0.0 0.1
H -2.539 -10.348 4.411 0.0 0.1 0.0
H -4.340 -9.650 6.738 -1.6 0.0 -1.4
H -4.409 -7.898 6.963 -0.5 0.3 -0.8
H -2.116 -9.822 6.897 -0.3 -0.2 0.3
H -2.858 -8.874 8.244 0.1 -0.3 -0.1
H -0.798 -7.812 7.362 0.0 0.6 0.3
H -2.278 -6.771 6.898 0.1 0.1 1.1
H -0.631 -8.927 3.856 0.3 0.1 -0.3
H -0.890 -9.648 5.382 0.2 -0.2 0.0
H 0.605 -8.839 5.101 0.0 0.8 0.4
H -1.010 -5.386 5.111 -0.6 -0.1 0.2
H 0.144 -6.333 4.325 0.6 -0.2 0.3
H 0.151 -6.086 6.155 0.4 -0.6 -0.2
H -5.223 -7.994 3.291 0.3 0.1 0.1
H -5.002 -6.900 4.732 0.0 0.6 -0.7
H -5.893 -8.273 4.911 0.3 -1.0 0.0
C 2.255 -9.299 0.337 0.1 -0.3 1.1
C 2.946 -8.411 1.430 1.0 -0.7 -1.6
C 4.476 -8.314 0.811 0.0 1.4 4.9
C 5.311 -7.385 1.848 -1.0 1.6 -2.0
C 4.685 -5.967 1.751 -0.1 -0.2 -0.6
C 3.158 -5.883 2.184 2.0 -0.5 1.6
N 2.343 -7.010 1.534 -3.1 0.8 1.7
O 0.869 -6.943 1.827 3.4 0.3 -1.7
C 2.650 -4.467 1.890 -1.0 -1.5 0.1
C 3.224 -6.059 3.789 -0.7 -0.1 -0.9
C 2.872 -9.087 2.842 -0.5 -0.4 -0.1
H 2.814 -10.231 0.420 -0.1 -0.2 0.0
H 2.420 -9.009 -0.701 -0.2 0.6 0.2
H 1.217 -9.576 0.525 -0.1 0.3 0.1
H 4.508 -7.967 -0.222 0.1 -0.1 0.3
H 5.091 -9.172 1.083 -1.1 -1.1 -1.1
H 6.355 -7.434 1.541 0.0 0.5 -0.3
H 5.386 -7.641 2.905 -0.7 -0.8 -0.2
H 4.775 -5.535 0.754 -0.1 -0.5 -0.5
H 5.271 -5.222 2.289 -0.4 -0.1 0.7
H 1.610 -4.429 2.217 -0.1 0.2 -0.1
H 2.712 -4.293 0.816 0.2 0.5 0.1
H 3.167 -3.769 2.549 0.3 0.1 -0.5
H 3.713 -6.951 4.180 -0.1 0.0 -0.5
H 2.213 -6.032 4.196 0.1 0.1 0.1
H 3.815 -5.242 4.201 -0.3 0.3 -0.3
H 1.869 -8.967 3.251 0.0 0.3 -0.1
H 3.578 -8.799 3.621 0.1 0.5 -0.5
H 2.993 -10.169 2.804 0.1 -0.1 -0.7
C -6.139 -3.668 1.969 0.0 0.2 0.9
C -6.011 -4.766 0.917 1.5 3.2 0.1
C -7.230 -4.519 0.093 -1.2 -0.6 -2.9
C -7.212 -3.360 -0.927 0.0 0.1 1.6
C -5.984 -3.476 -1.769 0.2 1.5 1.2
C -4.603 -3.521 -0.956 -0.7 0.1 -1.9
N -4.695 -4.520 0.106 0.6 -1.9 -0.1
O -3.411 -4.808 0.725 1.2 -1.2 0.4
C -4.143 -2.077 -0.459 -0.7 -1.0 0.5
C -3.746 -4.033 -2.139 1.7 0.5 0.1
C -6.087 -6.111 1.549 0.8 -0.1 0.3
H -6.399 -2.680 1.588 0.0 -0.2 -0.4
H -5.252 -3.487 2.575 0.1 -0.5 0.2
H -6.998 -3.982 2.562 0.2 0.2 0.6
H -8.124 -4.504 0.717 0.2 0.2 0.3
H -7.378 -5.408 -0.521 -0.1 -0.4 -0.3
H -7.195 -2.397 -0.416 0.1 0.1 0.3
H -8.102 -3.266 -1.549 -0.1 -0.6 0.1
H -5.944 -2.499 -2.251 0.3 -0.3 -0.8
H -6.136 -4.282 -2.487 0.5 0.0 0.0
H -3.327 -2.199 0.254 0.3 0.0 -0.3
H -4.924 -1.612 0.141 -0.3 -0.2 0.0
H -3.905 -1.319 -1.205 0.2 -0.5 -0.4
H -2.690 -4.187 -1.914 0.2 -0.5 0.6
H -3.600 -3.279 -2.913 -0.7 0.4 0.0
H -4.126 -4.905 -2.671 -0.2 -0.1 0.4
H -7.107 -6.415 1.784 0.0 0.3 0.0
H -5.524 -6.003 2.476 0.2 -0.8 -0.1
H -5.680 -6.842 0.851 0.1 -0.2 0.2
N -0.962 -13.643 7.269 -1.0 -1.1 -1.0
C -1.655 -12.493 6.971 -1.3 -1.5 1.7
C -2.979 -12.746 7.432 1.0 1.6 -1.1
C -3.117 -14.076 7.836 2.4 -1.5 -0.6
C -1.847 -14.686 7.610 -0.2 2.4 1.3
H 0.042 -13.735 7.215 -0.3 -0.2 -0.3
H -1.169 -11.671 6.465 -0.1 0.0 0.4
H -3.723 -11.965 7.476 -0.1 -0.2 -0.1
H -3.944 -14.623 8.264 -0.1 0.3 -0.2
H -1.449 -15.634 7.941 -0.1 0.0 -0.2
N 0.193 -13.673 0.539 -0.8 0.1 1.7
C -0.520 -13.484 1.719 -0.1 -0.4 0.6
C -1.607 -12.670 1.488 1.2 0.8 0.1
C -1.471 -12.209 0.181 1.4 -1.2 -2.5
C -0.396 -12.944 -0.424 -1.3 1.9 0.2
H 1.048 -14.200 0.430 -0.3 0.0 0.1
H -0.242 -13.848 2.697 0.3 -0.5 -0.4
H -2.301 -12.233 2.191 0.1 -0.4 0.3
H -2.058 -11.459 -0.328 -0.2 -0.3 -0.1
H 0.014 -12.955 -1.424 -0.2 0.2 0.0
N -3.360 -7.469 -0.743 2.1 -0.9 1.0
C -3.148 -8.149 0.447 -0.6 -0.1 -1.8
C -1.836 -8.615 0.364 -0.8 -2.0 4.9
C -1.146 -8.092 -0.654 -0.2 2.4 -3.1
C -2.128 -7.360 -1.345 -1.0 0.8 -1.8
H -4.284 -7.318 -1.123 0.2 0.9 -0.1
H -4.017 -8.376 1.047 0.5 -0.1 0.4
H -1.407 -9.408 0.959 -0.2 0.2 0.7
H -0.195 -8.384 -1.076 0.1 0.2 0.3
H -2.090 -6.962 -2.348 0.2 0.3 0.1
C -8.287 -6.676 5.699 -0.4 0.0 -0.3
Br -7.720 -7.058 7.464 0.4 0.4 0.6
Br -8.440 -4.750 5.308 0.1 -0.9 0.2
Br -9.976 -7.623 5.413 0.5 0.4 -0.3
H -7.494 -7.113 5.092 -0.6 0.4 -0.3
C 1.844 -3.592 7.823 0.8 -0.8 -0.2
Br 1.427 -2.147 6.594 0.2 -0.8 0.6
Br 2.425 -2.902 9.525 0.0 -0.3 -0.5
Br 3.156 -4.969 7.009 -0.7 1.3 0.7
H 1.027 -4.289 8.014 -0.2 0.7 -0.3
C -3.012 -0.081 5.384 0.0 -2.2 -0.7
C -3.649 -1.404 5.245 2.0 3.4 -0.6
C -2.956 -2.333 4.531 -1.5 -1.8 0.4
C -1.631 -2.214 4.240 2.2 1.3 -0.3
C -0.931 -1.013 4.494 -1.4 1.4 -0.2
C -1.644 0.126 4.954 -2.3 -2.2 -0.1
N -0.827 -3.252 3.607 2.2 -1.2 1.4
O -1.321 -4.098 2.856 -1.5 -0.7 -1.7
O 0.346 -3.387 3.938 -1.2 1.1 -0.5
H -3.716 0.662 5.730 0.6 0.6 0.1
H -4.685 -1.648 5.427 0.0 0.6 0.5
H -3.590 -3.188 4.347 0.7 -0.7 -0.5
H 0.045 -0.739 4.122 0.3 -0.9 -0.1
H -1.207 1.089 4.736 -0.1 0.2 0.7
C -2.274 -7.047 10.283 -1.7 -0.9 -0.5
C -3.564 -6.913 9.792 0.2 0.2 -1.3
C -3.851 -5.885 8.861 -0.9 0.8 0.9
C -2.991 -4.823 8.672 2.0 -1.3 1.5
C -1.705 -4.930 9.313 -1.5 1.5 -1.0
C -1.385 -6.055 10.029 1.3 0.9 0.6
N -3.430 -3.625 7.922 1.3 0.3 -0.4
O -2.692 -2.642 8.016 -0.9 -0.8 0.0
O -4.413 -3.691 7.195 0.4 -0.1 0.7
H -2.021 -7.963 10.797 0.1 0.2 0.4
H -4.283 -7.669 10.071 -0.3 0.1 -0.3
H -4.812 -5.664 8.421 -0.5 -0.8 0.0
H -1.044 -4.077 9.339 0.1 0.1 -0.3
H -0.461 -6.079 10.588 0.4 0.1 -0.3
C -6.417 -11.912 6.873 0.1 0.9 1.6
C -7.575 -12.115 6.157 -0.1 0.8 0.4
C -8.727 -11.462 6.558 -1.5 -0.5 -0.9
C -8.824 -10.693 7.688 1.2 0.7 -0.3
C -7.665 -10.399 8.371 2.2 -0.5 0.2
C -6.433 -11.032 8.030 -1.8 -0.4 -1.8
N -10.061 -9.938 7.988 0.9 -1.8 -0.4
O -9.982 -8.962 8.665 0.0 1.3 0.8
O -11.060 -10.434 7.545 -1.2 0.0 -0.5
H -5.560 -12.423 6.459 0.5 0.2 0.5
H -7.565 -12.672 5.232 0.0 -0.1 0.1
H -9.587 -11.516 5.907 -0.3 -0.2 0.1
H -7.608 -9.609 9.106 -0.4 -0.2 0.3
H -5.558 -10.706 8.574 0.2 -0.4 0.0

[2]
22
Properties=species:S:1:pos:R:3:forces:R:3 method="wB97M-V/def2-TZVPD" relative_energy_ev=6.997 charge=+1 homo_energy_ev=-11.4 orbital_gap_ha=0.2819
C -0.531 0.925 0.473 2.4 0.3 0.7
C 2.648 0.202 -0.255 -2.0 0.6 2.7
C -2.379 -0.790 0.698 0.8 0.2 0.7
C -1.924 0.727 0.694 0.1 -1.2 -0.5
C -2.628 0.062 -0.515 1.0 -0.7 -0.3
C 3.890 0.628 -0.877 1.2 -0.5 -1.5
C 2.336 -1.253 0.031 0.7 0.7 -3.3
N 0.645 0.948 0.422 -5.7 -1.2 0.8
N 1.843 1.172 0.117 3.6 0.5 -1.9
N -4.033 0.592 -0.492 0.4 -2.7 2.6
H -1.483 -1.461 0.835 -1.2 0.5 -1.0
H -3.133 -1.133 1.443 0.2 0.9 -0.5
H -2.470 1.406 1.313 0.2 0.5 0.5
H 3.832 0.169 -1.911 0.3 0.5 0.8
H 4.836 0.272 -0.429 -0.7 -0.3 0.0
H 3.987 1.701 -0.977 -0.3 0.1 0.0
H 2.092 -1.565 0.998 0.2 0.1 1.8
H 1.471 -1.580 -0.551 -0.1 0.2 -0.3
H 3.198 -1.747 -0.421 -0.2 -0.7 0.6
H -4.676 -0.117 -0.795 -0.3 -0.4 -0.8
H -4.181 1.426 -0.945 -0.1 2.3 -1.9
H -4.312 0.752 0.470 -0.5 0.3 0.7

[3]
70
Properties=species:S:1:pos:R:3:forces:R:3 method="wB97M-V/def2-TZVPD" relative_energy_ev=0.000 homo_energy_ev=-10.3 orbital_gap_ha=0.3656
C 5.987 1.953 1.906 -0.3 -0.2 0.0
Br 4.155 2.383 2.344 0.0 0.1 0.0
Br 6.743 0.812 3.244 0.1 -0.1 0.1
Br 7.014 3.530 1.626 0.2 0.2 -0.1
H 5.951 1.387 0.987 0.1 0.1 -0.1
C -4.565 1.284 1.898 -0.1 -0.1 0.3
Br -4.150 1.414 3.771 0.1 0.1 0.2
Br -3.775 -0.275 1.138 -0.2 -0.3 -0.2
Br -4.060 2.871 0.955 0.0 0.2 -0.1
H -5.640 1.193 1.855 0.0 0.0 -0.2
C -1.386 -3.526 -2.848 -0.7 -0.1 0.8
C -0.777 -2.211 -3.340 -0.1 0.1 0.3
C 0.494 -2.072 -2.520 0.4 -0.3 -0.1
S 1.232 -3.706 -2.492 -0.4 -0.1 0.4
O 1.647 -3.986 -1.138 0.0 -0.1 0.0
O 2.164 -3.886 -3.569 0.2 0.1 -0.2
C -0.301 -4.584 -2.927 0.6 0.2 -0.6
H -2.313 -3.811 -3.347 0.2 0.0 -0.4
H -1.708 -3.407 -1.805 0.2 0.1 0.0
H -1.407 -1.359 -3.094 -0.2 -0.1 -0.1
H -0.613 -2.242 -4.419 0.2 0.0 0.0
H 0.215 -1.888 -1.485 0.1 0.1 0.0
H 1.273 -1.377 -2.830 -0.2 0.1 -0.1
H -0.375 -5.483 -2.324 -0.2 0.1 0.1
H -0.122 -4.845 -3.972 -0.1 -0.2 0.1
C -2.972 3.062 -4.420 0.1 0.1 -0.6
C -2.524 1.951 -5.364 0.0 -1.0 -0.6
C -2.166 0.758 -4.486 0.4 0.5 0.5
S -3.582 0.639 -3.426 0.2 0.5 -0.5
O -3.214 0.078 -2.150 -0.2 -0.4 0.1
O -4.690 0.133 -4.200 -0.1 -0.2 0.4
C -3.769 2.420 -3.287 -0.4 0.3 0.4
H -3.597 3.755 -4.982 0.1 0.2 0.2
H -2.103 3.598 -4.042 0.0 0.0 0.1
H -1.697 2.174 -6.037 0.0 0.4 0.2
H -3.352 1.637 -6.009 0.0 0.1 0.0
H -1.385 1.049 -3.774 0.2 -0.1 -0.2
H -1.913 -0.176 -4.973 -0.2 0.0 -0.1
H -3.433 2.726 -2.299 0.1 -0.1 0.0
H -4.832 2.638 -3.369 0.0 -0.2 0.0
C 0.483 2.125 1.660 0.0 0.1 0.0
C -0.529 1.016 1.404 -0.5 -0.9 0.6
C -0.136 0.281 0.137 0.2 -0.3 -0.2
S 0.562 1.548 -0.934 -0.3 0.2 0.1
O -0.421 1.988 -1.902 0.0 -0.1 0.0
O 1.858 1.136 -1.403 0.2 0.0 0.0
C 0.684 2.840 0.331 -0.4 -0.2 -0.3
H 1.431 1.701 1.995 0.0 -0.1 0.1
H 0.096 2.777 2.443 0.2 0.2 -0.1
H -1.568 1.340 1.348 0.2 0.6 -0.3
H -0.570 0.318 2.246 0.2 0.0 -0.1
H -0.940 -0.226 -0.396 -0.2 0.3 0.0
H 0.640 -0.463 0.326 0.2 0.2 0.0
H -0.179 3.467 0.110 0.1 0.2 0.0
H 1.617 3.375 0.173 0.0 0.0 0.1
C 2.480 -0.861 3.928 0.3 0.0 -0.2
C 3.692 -0.988 4.856 0.4 0.3 0.4
C 3.245 -1.944 5.946 -0.7 -1.2 -0.6
S 1.546 -1.503 6.323 0.5 0.7 0.1
O 1.446 -0.606 7.443 0.1 0.1 0.2
O 0.766 -2.701 6.310 -0.5 -0.6 -0.1
C 1.290 -0.549 4.818 0.0 -0.3 0.1
H 2.374 -1.800 3.381 -0.2 0.0 0.0
H 2.639 -0.059 3.208 0.0 -0.1 -0.1
H 3.970 -0.021 5.284 0.0 0.0 -0.1
H 4.554 -1.367 4.311 0.0 0.0 0.1
H 3.810 -2.174 6.843 0.2 0.6 0.0
H 3.056 -2.904 5.449 0.3 -0.1 0.1
H 1.341 0.496 5.118 -0.3 0.0 0.0
H 0.313 -0.855 4.449 0.0 0.2 -0.2